15
Properties=species:S:1:pos:R:3 method="wB97M-V/def2-TZVPD" fmax_ev_per_a=6.41 e_homo_ev=-9.66 gap_ev=10.3 smiles="CC/C=C/[C@H](F)Cl" e_above_lowest_kj_mol=410.0
H 1.454 -1.780 -0.481
F -2.446 1.037 1.972
H 2.096 -0.336 -1.107
H -0.443 -1.786 -1.313
H 0.783 -1.482 -2.632
H -0.182 0.076 -2.300
C 0.239 -0.823 -1.851
Cl -1.330 2.899 1.240
H -0.592 1.074 2.726
C 0.733 0.043 0.600
H -1.573 -0.168 0.089
C -1.046 1.290 1.751
H 1.726 0.401 1.261
C -0.685 0.290 0.797
C 1.267 -0.736 -0.752